A 16-piece molecular cluster, C17H66N14O16 overall in a non-equilibrium geometry. Source: the OMol25 dataset; level of theory: wB97M-V/def2-TZVPD.

## Properties
- Kohn-Sham gap (eV) = 8.357
- energy above the lowest of the compared OMol25 structures with the same formula, charge and spin (kJ/mol) = 148.5

The geometry in XYZ format:
```
113
C17H66N14O16 (wB97M-V/def2-TZVPD)
C -0.76958 -0.87205 -3.89706
C -1.45858 0.46395 -4.05106
O -0.77758 1.25595 -4.96906
H -1.03258 -1.34105 -2.90906
H 0.30042 -0.79305 -3.92306
H -1.15658 -1.54605 -4.70306
H -1.42258 1.05495 -3.10506
H -2.48458 0.27595 -4.37006
H -0.75658 0.82895 -5.85706
C -1.07658 4.20695 -2.77206
O -1.76858 5.24595 -2.18506
N -1.06358 3.85695 -4.04106
N -0.18658 3.53395 -2.07706
H -1.81958 4.31895 -4.62306
H -0.79258 2.86795 -4.25606
H -0.40858 3.71695 -1.05606
H 0.06342 2.55295 -2.28306
C -3.15358 2.31395 2.24294
O -3.57258 1.02895 1.88594
N -3.86458 3.39295 2.23994
N -1.97558 2.58695 2.72994
H -4.81458 3.34895 1.82494
H -3.38458 4.35795 2.27894
H -1.44358 1.70795 2.99494
H -1.64758 3.37095 3.23194
C -0.48558 0.27795 -0.40606
O 0.44042 0.82995 -1.26606
N -0.19858 -0.85005 0.25294
N -1.71858 0.69895 -0.29806
H 0.76442 -1.16305 0.22594
H -0.86358 -1.61905 0.31794
H -1.99858 1.47595 -0.91806
H -2.51758 0.28695 0.17694
C 1.93342 -4.95005 1.69794
O 1.94942 -6.33905 1.52094
N 0.96242 -4.32705 2.36794
N 2.81742 -4.14905 1.26094
H 0.25242 -4.86905 2.81694
H 1.02142 -3.32305 2.73194
H 3.68442 -4.49505 0.92494
H 2.60142 -3.17005 1.35494
C 0.68442 1.12495 3.23894
O 1.59942 1.89095 3.95294
N 1.00442 0.71295 2.15194
N -0.42158 0.66095 3.69894
H 1.90642 1.11395 1.73694
H 0.34042 0.12395 1.52694
H -0.38658 0.85995 4.72394
H -1.10758 -0.05905 3.42894
C 2.61142 -2.00505 -1.21306
O 2.33542 -1.70705 0.12794
N 3.51642 -2.79905 -1.69206
N 1.97642 -1.35205 -2.11606
H 3.99242 -3.51205 -1.09206
H 3.58342 -3.01205 -2.67506
H 1.37042 -0.70305 -1.76206
H 2.11442 -1.52605 -3.13106
C -1.60258 -4.05605 -0.59206
O -1.93458 -4.01405 -1.92706
N -0.36058 -3.75305 -0.19806
N -2.41358 -4.29305 0.44394
H 0.35942 -3.61005 -0.86406
H -0.01358 -3.91605 0.71994
H -3.45758 -4.47805 0.27594
H -2.05658 -4.46005 1.40694
C 0.49842 3.70595 0.82194
O -0.89758 3.92395 0.58894
H 1.20842 4.37395 0.29794
H 0.76242 2.75395 0.44494
H 0.85942 3.57795 1.79294
H -1.33658 3.35295 1.23394
C 3.46942 1.78395 -0.32606
O 3.14042 1.99695 1.01594
H 3.50042 2.76795 -0.79106
H 2.85742 1.02095 -0.85106
H 4.55242 1.47495 -0.39706
H 3.74742 2.66095 1.41494
C -3.84258 -1.57005 -0.82606
O -3.35658 -1.61505 0.56094
H -4.54658 -2.38005 -0.99406
H -2.91958 -1.70605 -1.43706
H -4.27458 -0.62505 -1.17106
H -3.05758 -2.53305 0.75994
C -4.07058 3.27595 -1.39006
O -3.28258 2.32695 -1.95106
H -5.03158 2.97395 -1.01706
H -4.11858 4.15095 -1.95506
H -3.48058 3.58695 -0.45706
H -3.86358 1.87795 -2.57606
C 1.63942 -1.85505 4.21794
O 0.99542 -1.83405 3.00094
H 1.76842 -2.86405 4.66894
H 1.21342 -1.21505 5.00994
H 2.64042 -1.48805 3.96494
H 1.03342 -0.90805 2.72294
C 2.31442 1.58795 -4.25806
O 3.31542 2.33595 -3.51306
H 2.70442 0.71895 -4.82206
H 1.90442 2.24695 -5.00706
H 1.53642 1.20595 -3.54206
H 2.79742 3.14595 -3.34006
C -2.00458 -1.96105 3.16794
O -2.74258 -0.80405 3.50094
H -1.35658 -2.30405 3.94894
H -1.32558 -1.82405 2.27394
H -2.67958 -2.74605 2.83794
H -3.12258 -0.45405 2.66994
C 5.53442 -0.82005 1.41894
O 4.23742 -1.18405 1.98794
H 5.68242 0.23095 1.26094
H 5.65842 -1.35705 0.44694
H 6.37542 -1.23405 1.98594
H 3.54642 -1.06105 1.31894
```

One molecule with the formula C4H11N3O in a non-equilibrium geometry. Source: the OMol25 dataset; level of theory: wB97M-V/def2-TZVPD.

## Properties
- Kohn-Sham gap (eV) = 7.494
- energy above the lowest of the compared OMol25 structures with the same formula, charge and spin (kJ/mol) = 407.5

The geometry in XYZ format:
```
19
C4H11N3O (wB97M-V/def2-TZVPD)
C -0.72869 1.30783 -0.16671
C 0.57902 1.89214 -0.24617
C -1.44124 -1.42925 -0.25213
N -0.37937 -0.42525 -0.47224
C 0.94023 -0.58866 0.24580
N 1.98369 -0.83402 -0.64586
O -1.38425 1.34017 1.05751
N 0.99846 -1.03592 1.44121
H -0.78607 1.19835 1.80191
H -0.13990 -0.40702 -1.46283
H -1.45188 1.50393 -0.96073
H 2.31979 0.03132 -1.04946
H 2.74349 -1.29458 -0.15662
H 0.08803 -1.06686 1.89044
H 0.76124 2.54704 -1.09364
H 1.02665 2.25313 0.67530
H -1.07155 -2.42677 -0.48658
H -2.28590 -1.19444 -0.90111
H -1.77177 -1.37113 0.78192
```

A 3-piece molecular cluster, H6O3 overall in a non-equilibrium geometry. Source: the OMol25 dataset; level of theory: wB97M-V/def2-TZVPD.

## Properties
- Kohn-Sham gap (eV) = 11.859
- energy above the lowest of the compared OMol25 structures with the same formula, charge and spin (kJ/mol) = 96.5

The geometry in XYZ format:
```
9
H6O3 (wB97M-V/def2-TZVPD)
O 0.21986 1.37549 -0.02923
H -0.38091 1.97789 -0.35515
H -0.19550 0.89302 0.73862
O -3.52417 -0.97251 -0.03445
H -4.33858 -0.36389 0.02220
H -2.89232 -0.39599 -0.48572
O 3.38740 -0.95531 -0.10671
H 4.10108 -0.36255 -0.53986
H 3.62313 -1.19614 0.79030
```

C11H24Be2BrClCsN3O11 as an isolated structure in a non-equilibrium geometry. Source: the OMol25 dataset; level of theory: wB97M-V/def2-TZVPD.

## Properties
- Kohn-Sham gap (eV) = 2.306

The geometry in XYZ format:
```
54
C11H24Be2BrClCsN3O11 (wB97M-V/def2-TZVPD)
N 0.83302 -0.21863 -2.12010
C 0.13332 1.02876 -2.44457
C -0.74678 0.91740 -3.74093
C -1.91360 -0.01663 -3.62506
C -2.99655 0.38544 -2.70221
O -4.06469 -0.53497 -2.64169
O -3.58386 -1.76725 -2.18457
H 0.24791 -0.71284 -1.45096
H 0.85414 -0.81173 -2.94457
H -0.44001 1.30080 -1.55708
H 0.88856 1.78339 -2.67880
H -0.08174 0.50144 -4.50394
H -1.01808 1.90793 -4.12221
H -1.51580 -0.96957 -3.25949
H -3.44963 1.30443 -3.09326
H -2.64415 0.48443 -1.59003
H -3.37556 -2.27771 -2.97996
Be -2.68638 1.85815 -0.54389
O -0.99660 -0.14258 0.45365
C -0.44917 -0.23759 1.53162
O -1.16213 -0.73126 2.55581
C -0.63206 -1.02462 3.84390
C -0.65072 0.20993 4.70166
C 0.94465 0.24815 1.75797
H 0.35025 -1.49314 3.78286
H -1.35688 -1.82803 4.34562
H -0.01212 0.98417 4.27481
H -0.29717 -0.01688 5.70367
H -1.66191 0.62341 4.76723
H 0.93892 1.32622 1.94390
H 1.52424 0.03354 0.86162
H 1.44991 -0.25574 2.57846
N 1.51636 -3.60391 5.05853
O 0.90501 -4.28673 5.89298
O 1.52702 -2.35141 5.17932
O 2.06079 -4.12693 4.10172
Be -3.91229 3.34357 -2.25884
C 2.17709 -3.39985 0.27129
O 2.12437 -2.28538 0.87761
O 1.71601 -3.29666 -1.04818
O 2.55555 -4.49006 0.65450
H 1.52091 -2.34661 -1.01250
Br -1.70155 -3.24066 3.70404
Cs -3.91938 2.99723 1.38483
C 2.32773 2.73698 -4.99173
C 1.79132 3.84691 -4.22631
N 1.37797 4.71276 -3.62282
H 2.37118 1.84280 -4.35705
H 1.63613 2.50447 -5.93502
H 3.32861 2.97655 -5.34137
O 2.05402 1.04085 5.82446
H 2.70266 1.41528 5.21921
H 2.58177 0.70537 6.55712
Cl 0.87140 3.57536 -7.05567
```

One molecule with the formula C2H4N6 in a non-equilibrium geometry. Source: the OMol25 dataset; level of theory: wB97M-V/def2-TZVPD.

## Properties
- Kohn-Sham gap (eV) = 9.308
- energy above the lowest of the compared OMol25 structures with the same formula, charge and spin (kJ/mol) = 317.4

The geometry in XYZ format:
```
12
C2H4N6 (wB97M-V/def2-TZVPD)
H 2.36915 0.49504 1.62451
N 2.43037 0.72511 0.58871
C 1.28992 0.35632 0.20388
N 1.11282 0.08661 -1.26947
N 0.00795 -0.06177 -1.73821
N -1.09954 -0.21655 -0.92424
C -1.11194 -0.14069 0.39774
N -2.19566 -0.84741 1.09956
N 0.06456 0.22334 0.92572
H -2.86502 -1.49962 0.23706
H -2.80404 -0.13251 1.73766
H -0.01148 0.47810 2.01658
```

C44H42BCl2N7OY as an isolated structure in a non-equilibrium geometry. Source: the OMol25 dataset; level of theory: wB97M-V/def2-TZVPD.

## Properties
- Kohn-Sham gap (alpha / beta) (eV) = 4.593 / 4.480
- total charge = -1

The geometry in XYZ format:
```
98
C44H42BCl2N7OY (wB97M-V/def2-TZVPD)
Y -0.28202 -0.03424 -0.72144
C -5.34083 -0.98017 1.59448
C -3.94745 -1.40007 1.30214
C -3.36935 -2.65881 1.47728
C -2.01560 -2.47273 1.21196
N -1.82573 -1.27092 0.64944
N -3.01130 -0.54905 0.84286
B -3.05074 1.06468 0.60007
N -2.90798 1.17492 -0.94088
N -1.66851 1.43430 -1.65690
C -1.94124 1.46215 -2.94855
C -3.31813 1.35095 -3.12512
C -3.91326 1.24164 -1.89536
C -5.39336 1.19369 -1.57035
C -0.85890 1.69221 -3.86227
C -1.05392 1.30585 -5.18224
C -0.15547 1.73027 -6.13482
C 0.99312 2.40757 -5.74425
C 1.20317 2.79881 -4.40363
C 0.28681 2.41151 -3.43248
N -1.92128 1.88027 1.36150
N -0.54245 1.51922 1.26776
C 0.10822 2.41733 2.08813
C -0.80320 3.15807 2.86624
C -2.08287 2.76758 2.34365
C -3.44403 3.24746 2.78264
C 1.56411 2.52777 2.09745
C 2.07947 3.75420 2.52736
C 3.45440 4.04505 2.39985
C 4.36212 3.07264 1.84825
C 3.87666 1.81703 1.51301
C 2.45117 1.40419 1.63522
C -1.03028 -3.48479 1.26188
C -1.37276 -4.87796 1.51778
C -0.31032 -5.76678 1.54093
C 1.02036 -5.39724 1.09070
C 1.37454 -4.06485 0.93098
C 0.32556 -3.07528 1.15304
H -5.71139 -1.66909 2.37985
H -6.04045 -1.14354 0.77124
H -5.44808 0.02106 1.94281
H -3.88221 -3.54375 1.86440
H -4.12908 1.39006 0.86819
H -3.91220 1.21207 -4.06191
H -5.88287 1.92633 -2.22605
H -5.57558 1.36974 -0.47480
H -5.76061 0.18847 -1.86804
H -1.99897 0.79895 -5.45380
H -0.31892 1.62993 -7.18574
H 1.76678 2.65826 -6.49477
H 1.99411 3.54224 -4.15352
H 0.35518 2.68359 -2.37207
H -0.62527 3.74065 3.77146
H -3.33774 4.19711 3.37206
H -3.99719 2.47610 3.34107
H -3.96084 3.44102 1.84367
H 1.35029 4.50826 2.86239
H 3.88643 4.99111 2.73237
H 5.40228 3.37098 1.61227
H 4.56062 1.02603 1.26302
H 2.08150 1.04696 0.66728
H -2.43684 -5.15420 1.66151
H -0.51781 -6.78434 1.95217
H 1.71729 -6.17602 0.88048
H 2.38429 -3.72999 0.64089
H 0.60969 -2.04448 1.01501
Cl -1.83045 -3.00112 -4.55530
C -0.20939 -2.56422 -4.28023
C 0.72790 -2.79367 -5.22478
C 2.08602 -2.45722 -5.00648
Cl 3.20121 -2.78527 -6.19857
C 2.49394 -1.76860 -3.83177
C 3.84143 -1.36965 -3.59713
C 4.10623 -0.58089 -2.44840
C 3.04512 -0.20572 -1.62406
N 1.75593 -0.70740 -1.71259
C 1.47717 -1.49247 -2.83564
C 0.12226 -1.89380 -3.03719
O -0.83713 -1.60536 -2.16035
H 0.46822 -3.10011 -6.24308
H 4.63331 -1.60757 -4.31944
H 5.12562 -0.26174 -2.19010
H 3.17564 0.51824 -0.84117
C 3.62723 0.54199 4.47538
C 2.40964 -0.22764 3.87316
C 1.10153 0.23391 4.47365
C 2.64330 -1.74410 3.92330
C 2.32875 0.11462 2.41936
H 3.80631 0.17754 5.59423
H 3.43284 1.59701 4.44746
H 4.57535 0.30559 3.94106
H 0.98587 -0.21502 5.52640
H 0.26550 -0.12245 3.84073
H 1.03592 1.32870 4.54325
H 2.62960 -2.07514 4.99649
H 3.62239 -2.00921 3.50880
H 1.86435 -2.28655 3.34038
H 2.17721 -0.76269 1.76479
```

CH4I2NOP as an isolated structure in a non-equilibrium geometry. Source: the OMol25 dataset; level of theory: wB97M-V/def2-TZVPD.

## Properties
- Kohn-Sham gap (alpha / beta) (eV) = 6.015 / 6.017
- energy above the lowest of the compared OMol25 structures with the same formula, charge and spin (kJ/mol) = 137.0

The geometry in XYZ format:
```
10
CH4I2NOP (wB97M-V/def2-TZVPD)
C -0.27675 0.20421 -0.82659
N 2.47287 -0.06812 1.71532
O 0.69756 0.24759 0.17342
P 2.16381 -0.48189 0.17950
I 4.22904 -0.57906 2.55227
I 0.83720 -3.71542 1.17570
H -0.36595 -0.84244 -1.20627
H -0.01185 0.85266 -1.70169
H -1.04691 0.77056 -0.39398
H 1.57458 0.19167 2.21115
```

C23H25BrCuN6O6S2 as an isolated structure. Source: the OMol25 dataset; level of theory: wB97M-V/def2-TZVPD.

## Properties
- Kohn-Sham gap (alpha / beta) (eV) = 7.170 / 7.012
- 2S+1 = 2
- energy above the lowest of the compared OMol25 structures with the same formula, charge and spin (kJ/mol) = 55.8
- ⟨S²⟩ = 0.752

The geometry in XYZ format:
```
64
C23H25BrCuN6O6S2 (wB97M-V/def2-TZVPD)
Cu 0.97121 0.35367 -0.43515
O 4.02856 -0.48176 2.72837
C 3.13568 -0.11783 1.80836
O 3.19432 -0.44357 0.64769
C 2.07097 0.78244 2.33958
C 2.04781 1.29881 3.61736
C 1.02727 2.18966 3.94807
C 0.09003 2.53553 2.99642
C 0.18427 1.96362 1.73374
N 1.14278 1.09924 1.43242
C -0.79284 2.26776 0.60140
O -1.73124 3.02440 0.83676
O -0.51882 1.68839 -0.49450
H 4.69814 -1.02926 2.29309
H 2.81105 1.01852 4.32780
H 0.97829 2.60746 4.94449
H -0.72391 3.21851 3.19006
C -1.06873 -1.63312 -0.50591
N -1.68559 -2.94406 -0.38778
C -1.57331 -3.39042 1.00693
N -0.17483 -3.47212 1.44136
C 0.42228 -2.15478 1.30727
N 0.36764 -1.65926 -0.09351
C 1.06667 -2.65295 -0.95933
N 0.46808 -3.97230 -0.84220
C -0.94075 -3.88127 -1.23565
C 0.53113 -4.39846 0.55466
H -1.59164 -0.91944 0.13335
H -1.10959 -1.28805 -1.54035
H -2.02876 -4.37780 1.09935
H -2.10312 -2.69336 1.65467
H 1.47130 -2.21121 1.60593
H -0.11272 -1.44976 1.94646
H 2.11341 -2.68951 -0.65163
H 1.01404 -2.29846 -1.98617
H -1.39640 -4.86948 -1.15407
H -0.99818 -3.54816 -2.27307
H 1.57801 -4.45971 0.86074
H 0.08000 -5.38779 0.64695
Br 2.69407 5.28855 -5.61148
C 2.63034 4.16346 -4.08550
C 3.12004 4.63797 -2.87876
C 3.07464 3.80569 -1.77210
C 2.54002 2.52981 -1.87706
C 2.04070 2.06550 -3.08571
C 2.09924 2.89419 -4.20304
C 1.43907 0.68793 -3.28521
O 1.25916 0.27894 -4.41502
O 1.17788 -0.03108 -2.23148
H 3.53249 5.63471 -2.80961
H 3.46197 4.15455 -0.82348
H 2.54655 1.90287 -0.99186
H 1.71885 2.52186 -5.14300
S -2.87276 0.27296 3.21373
C -3.85537 0.24046 1.87527
N -3.81078 1.05399 0.82770
C -4.87501 0.92955 -0.15653
C -5.32661 -0.52156 -0.07986
S -5.13621 -0.94720 1.67791
H -3.16520 1.84547 0.81154
H -4.49481 1.18847 -1.14347
H -5.69694 1.60663 0.09519
H -4.68270 -1.17808 -0.66504
H -6.36117 -0.64975 -0.38707
```

An isolated ion of composition C5H4N and charge +1 in a non-equilibrium geometry. Source: the OMol25 dataset; level of theory: wB97M-V/def2-TZVPD.

## Properties
- Kohn-Sham gap (alpha / beta) (eV) = 7.111 / 7.107
- energy above the lowest of the compared OMol25 structures with the same formula, charge and spin (kJ/mol) = 524.8
- total charge = +1

The geometry in XYZ format:
```
10
C5H4N (wB97M-V/def2-TZVPD)
C -1.70374 -0.12906 -0.83014
C -2.97193 -0.73558 -1.14201
C -1.48243 -1.02477 0.36544
C 0.50390 0.07124 0.21179
C -0.14538 0.69560 -0.91024
N -0.31211 -0.88316 0.78973
H -2.19252 -1.89569 0.74953
H 1.47317 -0.34401 0.03953
H 0.82508 0.63860 0.99591
H 0.32119 1.28631 -1.62342
```

A 2-piece molecular cluster, C2H8O2 overall in a non-equilibrium geometry. Source: the OMol25 dataset; level of theory: wB97M-V/def2-TZVPD.

## Properties
- Kohn-Sham gap (eV) = 10.948
- energy above the lowest of the compared OMol25 structures with the same formula, charge and spin (kJ/mol) = 194.9

The geometry in XYZ format:
```
12
C2H8O2 (wB97M-V/def2-TZVPD)
C -2.20632 0.43125 -1.06677
O -1.26400 1.19538 -0.22301
H -3.19653 0.89197 -0.90062
H -2.02879 0.23999 -2.10288
H -2.37220 -0.53743 -0.77339
H -0.31919 0.79779 -0.66932
C 1.69553 -0.76925 1.38001
O 1.72948 -0.75243 -0.09793
H 0.63188 -0.96508 1.71655
H 2.12518 -1.77499 1.87632
H 1.96155 0.19450 1.87208
H 2.53903 -0.36233 -0.33065
```